10
Properties=species:S:1:pos:R:3:forces:R:3 method="wB97M-V/def2-TZVPD" de_lowest_kcal_mol=52.0 lumo_energy_ev=-10.50 homo_lumo_gap_ev=9.702 e_homo_ev=-20.204 charge=+2 energy_ha=-464.4630 fmax_ha_per_bohr=0.112
C 0.257841 0.804449 -1.223800 -2.8 1.7 4.7
C 0.037178 1.472007 0.104735 -2.8 -3.1 -2.9
O 0.013917 0.506917 0.998470 1.2 0.8 0.4
C 0.167523 -0.747948 0.377064 0.6 -0.7 0.4
O 0.347584 -0.512770 -0.957316 1.0 0.0 -0.7
O 0.193859 -1.776692 0.934542 -0.3 0.7 -0.4
Rb -1.041173 -4.833776 2.555675 0.0 -0.2 0.1
F -0.506716 1.122123 -2.208026 1.3 0.5 -1.0
H -0.691073 2.286106 0.221419 1.3 0.8 0.1
H 1.221059 1.679584 -0.802764 0.5 -0.6 -0.6